[1]
{"formula": "C48H56FFeN5O5S3Sb", "method": "ωB97M-V/def2-TZVPD", "species": ["Fe", "F", "C", "C", "C", "C", "O", "C", "C", "N", "C", "C", "C", "C", "C", "C", "N", "C", "C", "N", "C", "C", "C", "O", "O", "H", "H", "H", "H", "H", "H", "H", "H", "H", "H", "H", "H", "H", "H", "H", "H", "H", "H", "S", "C", "N", "C", "C", "N", "C", "C", "C", "C", "C", "C", "C", "C", "S", "C", "C", "C", "C", "C", "C", "C", "H", "H", "H", "H", "H", "H", "H", "H", "H", "H", "H", "H", "H", "H", "H", "H", "H", "H", "C", "C", "Sb", "C", "C", "C", "C", "H", "H", "H", "H", "H", "H", "H", "H", "H", "H", "H", "H", "H", "H", "H", "O", "C", "O", "C", "C", "C", "C", "S", "C", "C", "H", "H", "H", "H", "H"], "xyz": [[-0.400, -0.203, -0.040], [-2.502, 0.046, 6.507], [-1.226, -0.060, 6.085], [-0.966, 0.023, 4.752], [0.347, -0.021, 4.274], [0.574, 0.041, 2.829], [-0.418, 0.152, 2.067], [1.925, -0.025, 2.416], [2.897, -0.111, 3.372], [2.709, -0.173, 4.704], [3.942, -0.185, 5.500], [4.111, 0.479, 6.825], [4.196, -1.030, 6.704], [1.403, -0.150, 5.189], [1.100, -0.280, 6.552], [-0.196, -0.231, 7.026], [-0.411, -0.380, 8.420], [0.320, 0.488, 9.334], [0.815, -0.362, 10.507], [-0.148, -1.515, 10.676], [-1.563, -1.062, 10.447], [-1.728, -0.718, 8.958], [2.427, 0.035, 0.987], [3.623, 0.140, 0.797], [1.527, -0.035, 0.069], [-1.781, 0.144, 4.048], [3.922, -0.122, 3.022], [4.778, -0.089, 4.827], [3.249, 0.929, 7.295], [5.026, 1.032, 6.976], [3.406, -1.653, 7.095], [5.174, -1.486, 6.766], [1.880, -0.456, 7.271], [-0.319, 1.304, 9.691], [1.171, 0.947, 8.839], [0.835, 0.190, 11.445], [1.795, -0.798, 10.325], [-0.038, -1.946, 11.594], [0.078, -2.220, 9.973], [-1.713, -0.203, 11.098], [-2.235, -1.857, 10.758], [-2.454, 0.094, 8.882], [-2.123, -1.575, 8.418], [-0.716, 0.189, -2.403], [-0.436, 1.787, -2.799], [-0.535, 2.216, -4.036], [-0.468, 3.652, -4.353], [0.642, 4.260, -3.562], [0.401, 3.993, -2.139], [0.705, 5.129, -1.249], [-0.323, 6.217, -1.436], [-1.670, 5.954, -1.188], [-2.620, 6.944, -1.380], [-2.232, 8.207, -1.817], [-0.894, 8.475, -2.058], [0.058, 7.478, -1.871], [-0.062, 2.832, -1.709], [-0.222, 2.449, -0.112], [-0.679, 1.337, -5.223], [0.572, 1.425, -6.060], [0.550, 2.004, -7.321], [1.718, 2.097, -8.069], [2.911, 1.615, -7.551], [2.937, 1.032, -6.288], [1.772, 0.935, -5.546], [-1.425, 4.118, -4.108], [-0.285, 3.752, -5.419], [0.664, 5.338, -3.703], [1.609, 3.843, -3.854], [1.699, 5.493, -1.510], [0.736, 4.765, -0.227], [-1.971, 4.973, -0.834], [-3.663, 6.738, -1.181], [-2.973, 8.980, -1.966], [-0.588, 9.456, -2.395], [1.105, 7.690, -2.060], [-1.554, 1.672, -5.781], [-0.863, 0.325, -4.877], [-0.385, 2.372, -7.731], [1.694, 2.542, -9.055], [3.820, 1.686, -8.132], [3.865, 0.644, -5.889], [1.792, 0.466, -4.567], [-5.751, -0.923, -0.634], [-4.395, -0.414, -1.121], [-2.990, 0.060, 0.410], [-3.685, 1.959, 1.103], [-5.188, 2.223, 1.047], [-3.563, -1.281, 1.968], [-4.597, -0.772, 2.967], [-6.431, -1.071, -1.474], [-6.233, -0.230, 0.055], [-5.655, -1.884, -0.126], [-4.496, 0.483, -1.734], [-3.898, -1.164, -1.739], [-3.146, 2.680, 0.484], [-3.289, 2.071, 2.115], [-5.585, 2.080, 0.041], [-5.405, 3.253, 1.335], [-5.747, 1.575, 1.720], [-2.622, -1.544, 2.454], [-3.914, -2.182, 1.462], [-4.302, 0.177, 3.422], [-4.740, -1.491, 3.776], [-5.568, -0.619, 2.497], [-0.309, -9.223, -0.126], [0.674, -8.308, -0.270], [1.806, -8.664, -0.418], [0.282, -6.857, -0.253], [-1.028, -6.407, -0.382], [-1.313, -5.052, -0.352], [-0.278, -4.137, -0.185], [-0.633, -2.423, -0.120], [1.041, -4.579, -0.072], [1.313, -5.934, -0.112], [-1.157, -8.795, 0.037], [-1.851, -7.094, -0.544], [-2.329, -4.700, -0.467], [1.839, -3.858, 0.041], [2.328, -6.301, -0.038]], "homo_ev": [-11.64, -11.85], "s_squared": 8.785, "lumo_energy_ev": [-4.7, -5.3], "total_charge": 2, "gap_ha": [0.2550, 0.2415], "multiplicity": 6}


[2]
{"formula": "C48H56N5O6SSiTeY", "method": "ωB97M-V/def2-TZVPD", "species": ["Y", "O", "H", "H", "C", "C", "O", "H", "H", "H", "C", "C", "C", "C", "C", "C", "Te", "N", "C", "O", "C", "C", "C", "C", "C", "C", "C", "C", "C", "C", "C", "C", "C", "C", "C", "C", "H", "H", "H", "H", "H", "H", "H", "H", "H", "H", "H", "H", "H", "H", "H", "H", "H", "H", "H", "H", "H", "H", "H", "C", "C", "C", "C", "C", "C", "O", "N", "C", "O", "N", "C", "O", "H", "H", "H", "H", "H", "H", "H", "H", "H", "H", "H", "C", "Si", "C", "C", "C", "C", "C", "C", "C", "H", "H", "H", "H", "H", "H", "H", "H", "H", "H", "H", "N", "C", "N", "C", "C", "C", "C", "C", "C", "S", "H", "H", "H", "H", "H", "H"], "xyz": [[0.436, -0.534, -0.264], [1.220, -3.435, -2.340], [0.486, -4.048, -2.462], [0.841, -2.573, -2.610], [-0.855, 2.796, -1.207], [-1.091, 2.174, 0.151], [-1.186, 0.833, 0.201], [-1.609, 2.448, -1.926], [0.122, 2.524, -1.623], [-0.914, 3.887, -1.167], [-8.685, 0.350, -5.062], [-7.283, 0.187, -4.534], [-6.226, 0.909, -5.064], [-4.925, 0.774, -4.578], [-3.834, 1.600, -5.221], [-4.669, -0.114, -3.524], [-2.645, -0.315, -2.778], [-0.018, -0.873, -2.301], [0.934, -0.056, -2.629], [1.575, 0.667, -1.714], [1.463, 0.092, -4.027], [2.772, 0.511, -4.239], [3.277, 0.599, -5.529], [2.467, 0.291, -6.615], [1.155, -0.117, -6.405], [0.657, -0.228, -5.114], [-2.578, -2.326, -3.439], [-2.800, -2.597, -4.785], [-2.714, -3.892, -5.282], [-2.399, -4.933, -4.423], [-2.196, -4.671, -3.075], [-2.284, -3.379, -2.557], [-2.094, -3.181, -1.075], [-5.735, -0.846, -2.972], [-5.530, -1.819, -1.838], [-7.018, -0.688, -3.487], [-8.712, 1.050, -5.898], [-9.355, 0.728, -4.287], [-9.091, -0.604, -5.407], [-6.412, 1.600, -5.881], [-4.241, 2.205, -6.032], [-3.040, 0.967, -5.622], [-3.356, 2.268, -4.503], [3.381, 0.764, -3.381], [4.303, 0.909, -5.689], [2.858, 0.367, -7.623], [0.520, -0.359, -7.250], [-0.354, -0.569, -4.927], [-3.050, -1.781, -5.456], [-2.885, -4.081, -6.335], [-2.316, -5.947, -4.797], [-1.970, -5.490, -2.398], [-1.981, -4.130, -0.553], [-2.936, -2.632, -0.647], [-1.193, -2.606, -0.864], [-4.961, -1.359, -1.029], [-4.962, -2.692, -2.173], [-6.488, -2.166, -1.446], [-7.834, -1.262, -3.056], [2.257, -5.999, -0.372], [2.203, -5.921, 1.149], [2.399, -4.507, 1.714], [2.224, -4.551, 3.255], [2.837, -3.372, 4.007], [3.818, -4.054, 1.426], [4.786, -4.758, 1.627], [3.964, -2.760, 0.992], [2.924, -1.895, 0.666], [3.194, -0.734, 0.343], [1.650, -2.332, 0.687], [1.319, -3.568, 1.158], [0.157, -3.941, 1.190], [2.172, -7.035, -0.707], [3.198, -5.601, -0.761], [1.450, -5.424, -0.823], [2.984, -6.546, 1.585], [1.238, -6.275, 1.512], [2.667, -5.485, 3.605], [1.150, -4.599, 3.442], [3.928, -3.414, 3.986], [2.518, -3.376, 5.051], [2.525, -2.416, 3.578], [4.900, -2.413, 0.849], [-3.157, 4.073, 1.403], [-1.427, 3.332, 1.537], [-0.251, 4.799, 1.498], [-1.429, 2.624, 3.286], [-0.633, 3.152, 4.305], [-0.782, 2.739, 5.627], [-1.728, 1.780, 5.953], [-2.519, 1.225, 4.953], [-2.367, 1.644, 3.639], [-3.343, 4.762, 2.235], [-3.927, 3.298, 1.421], [-3.264, 4.628, 0.465], [-0.501, 5.512, 2.291], [-0.327, 5.326, 0.543], [0.790, 4.488, 1.625], [0.112, 3.905, 4.069], [-0.153, 3.166, 6.400], [-1.847, 1.459, 6.982], [-3.246, 0.460, 5.196], [-2.991, 1.200, 2.868], [2.516, 1.644, 1.986], [1.750, 0.738, 2.654], [0.763, 0.084, 2.130], [0.117, -0.694, 3.095], [-1.005, -1.485, 2.881], [-1.517, -2.219, 3.936], [-0.933, -2.166, 5.202], [0.175, -1.369, 5.433], [0.685, -0.638, 4.370], [2.039, 0.452, 4.354], [2.521, 1.542, 0.979], [3.433, 1.811, 2.364], [-1.477, -1.523, 1.906], [-2.382, -2.849, 3.771], [-1.352, -2.747, 6.014], [0.625, -1.312, 6.417]], "homo_ev": [-3.31, -4.84], "s_squared": 0.753, "lumo_energy_ev": [2.1, 2.1], "total_charge": -1, "gap_ha": [0.1974, 0.2533], "multiplicity": 2}


[3]
{"formula": "C48H57AsCsN3OPS4", "method": "ωB97M-V/def2-TZVPD", "species": ["Cs", "S", "C", "C", "C", "C", "C", "C", "S", "C", "C", "C", "C", "C", "C", "C", "S", "C", "C", "C", "C", "C", "C", "S", "N", "H", "H", "H", "H", "H", "H", "H", "H", "H", "H", "H", "H", "H", "H", "H", "C", "C", "N", "C", "C", "C", "O", "C", "C", "C", "C", "N", "C", "H", "H", "H", "H", "H", "H", "H", "H", "H", "H", "H", "H", "H", "H", "C", "C", "As", "C", "C", "C", "C", "H", "H", "H", "H", "H", "H", "H", "H", "H", "H", "H", "H", "H", "H", "H", "C", "P", "C", "C", "C", "C", "C", "C", "C", "C", "C", "C", "C", "C", "H", "H", "H", "H", "H", "H", "H", "H", "H", "H", "H", "H", "H"], "xyz": [[0.345, 1.443, -0.798], [0.914, 3.383, 1.711], [0.271, 4.838, 1.012], [0.986, 6.041, 1.212], [0.545, 7.258, 0.732], [-0.656, 7.347, 0.030], [-1.391, 6.192, -0.174], [-0.946, 4.953, 0.296], [-1.977, 3.568, -0.172], [-2.655, 2.908, 1.379], [-2.056, 1.691, 2.040], [-2.035, 1.676, 3.435], [-1.591, 0.549, 4.089], [-1.200, -0.545, 3.337], [-1.262, -0.481, 1.949], [-0.971, -1.745, 1.173], [0.137, -1.688, -0.281], [-0.916, -2.367, -1.559], [-1.523, -3.589, -1.274], [-2.420, -4.174, -2.156], [-2.693, -3.519, -3.352], [-2.046, -2.337, -3.664], [-1.101, -1.725, -2.811], [-0.237, -0.330, -3.378], [-1.682, 0.627, 1.329], [1.917, 5.978, 1.761], [1.139, 8.148, 0.909], [-1.014, 8.297, -0.347], [-2.330, 6.228, -0.711], [-3.701, 2.688, 1.146], [-2.663, 3.743, 2.078], [-2.337, 2.559, 3.983], [-1.541, 0.517, 5.171], [-0.841, -1.446, 3.817], [-1.921, -2.124, 0.794], [-0.569, -2.490, 1.857], [-1.290, -4.086, -0.339], [-2.874, -5.130, -1.918], [-3.394, -3.941, -4.064], [-2.241, -1.849, -4.611], [-5.961, -5.237, -2.638], [-5.959, -5.039, -1.127], [-7.191, -4.417, -0.646], [-8.322, -5.307, -0.413], [-8.299, -5.891, 0.993], [-7.402, -3.072, -0.592], [-8.501, -2.587, -0.366], [-6.207, -2.186, -0.767], [-6.162, -1.276, -1.817], [-5.069, -0.439, -1.923], [-4.067, -0.523, -0.963], [-4.113, -1.371, 0.060], [-5.161, -2.184, 0.143], [-5.094, -5.824, -2.949], [-5.913, -4.271, -3.142], [-6.863, -5.756, -2.968], [-5.100, -4.439, -0.840], [-5.857, -5.998, -0.616], [-8.296, -6.103, -1.161], [-9.233, -4.734, -0.567], [-7.371, -6.435, 1.180], [-9.132, -6.581, 1.139], [-8.382, -5.091, 1.731], [-6.980, -1.236, -2.526], [-4.970, 0.273, -2.731], [-3.188, 0.106, -1.029], [-5.176, -2.869, 0.988], [6.093, 0.572, -2.572], [5.090, 1.434, -3.336], [3.469, 1.670, -2.234], [2.374, 2.857, -3.383], [3.103, 3.696, -4.426], [4.131, 2.974, -0.910], [5.192, 3.975, -1.343], [7.057, 0.516, -3.083], [5.717, -0.445, -2.446], [6.274, 0.974, -1.570], [4.783, 0.947, -4.263], [5.524, 2.398, -3.604], [1.801, 3.509, -2.713], [1.639, 2.211, -3.868], [3.838, 4.360, -3.970], [2.401, 4.317, -4.988], [3.627, 3.067, -5.147], [4.488, 2.385, -0.068], [3.240, 3.485, -0.529], [6.109, 3.479, -1.673], [5.458, 4.629, -0.514], [4.845, 4.609, -2.161], [4.192, -0.903, 5.014], [3.374, -0.109, 3.560], [3.664, -1.337, 2.237], [3.999, -2.669, 2.452], [4.135, -3.539, 1.376], [3.930, -3.095, 0.082], [3.571, -1.774, -0.151], [3.432, -0.905, 0.917], [4.730, 1.090, 3.231], [4.599, 2.377, 3.740], [5.627, 3.303, 3.593], [6.788, 2.953, 2.924], [6.921, 1.675, 2.393], [5.901, 0.750, 2.546], [3.562, -1.703, 5.407], [4.285, -0.140, 5.788], [5.186, -1.296, 4.795], [4.175, -3.039, 3.455], [4.401, -4.574, 1.556], [4.025, -3.784, -0.748], [3.357, -1.423, -1.152], [3.086, 0.117, 0.740], [3.672, 2.678, 4.214], [5.496, 4.308, 3.976], [7.582, 3.678, 2.795], [7.820, 1.401, 1.852], [6.018, -0.243, 2.130]], "homo_ev": -3.97, "lumo_energy_ev": 2.0, "total_charge": -1, "gap_ha": 0.2191}


[4]
{"formula": "C48H58As3FP2SiZr", "method": "ωB97M-V/def2-TZVPD", "species": ["Zr", "C", "Si", "C", "C", "C", "C", "C", "C", "P", "C", "C", "C", "C", "C", "C", "C", "C", "C", "C", "C", "C", "C", "C", "C", "C", "C", "C", "P", "C", "C", "C", "C", "C", "C", "C", "C", "C", "C", "C", "C", "H", "H", "H", "H", "H", "H", "H", "H", "H", "H", "H", "H", "H", "H", "H", "H", "H", "H", "H", "H", "H", "H", "H", "H", "H", "H", "H", "H", "H", "H", "H", "C", "As", "C", "C", "C", "C", "C", "As", "C", "C", "C", "As", "C", "C", "H", "H", "H", "H", "H", "H", "H", "H", "H", "H", "H", "H", "H", "H", "H", "H", "H", "H", "H", "H", "H", "H", "H", "H", "H", "H", "H", "F"], "xyz": [[9.942, 15.520, 13.721], [6.278, 16.661, 13.699], [7.985, 17.382, 13.472], [7.882, 18.767, 14.770], [6.814, 19.644, 14.868], [7.008, 20.783, 15.671], [8.078, 20.905, 16.529], [9.068, 19.946, 16.522], [8.988, 18.859, 15.636], [10.226, 17.498, 15.658], [11.571, 18.085, 14.561], [11.861, 19.455, 14.275], [12.940, 19.804, 13.480], [13.742, 18.835, 12.887], [13.405, 17.521, 13.095], [12.406, 17.151, 14.016], [10.982, 17.659, 17.273], [10.014, 17.583, 18.341], [10.445, 17.846, 19.626], [11.808, 18.163, 19.809], [12.744, 18.073, 18.813], [12.344, 17.921, 17.473], [8.036, 18.445, 11.877], [7.412, 19.680, 11.641], [7.597, 20.360, 10.481], [8.415, 19.863, 9.501], [9.012, 18.634, 9.622], [8.869, 17.998, 10.811], [9.358, 16.257, 11.063], [10.629, 16.193, 9.706], [11.714, 17.099, 9.853], [12.720, 17.112, 8.936], [12.711, 16.197, 7.844], [11.649, 15.322, 7.709], [10.582, 15.305, 8.604], [7.862, 15.478, 10.331], [7.423, 15.838, 9.075], [6.361, 15.147, 8.484], [5.905, 13.943, 9.004], [6.373, 13.543, 10.270], [7.435, 14.250, 10.920], [5.979, 16.515, 14.720], [6.112, 15.689, 13.202], [5.423, 17.328, 13.272], [5.884, 19.451, 14.333], [6.249, 21.532, 15.671], [8.190, 21.861, 17.091], [9.955, 19.927, 17.167], [11.338, 20.233, 14.763], [13.132, 20.853, 13.341], [14.585, 19.174, 12.298], [13.801, 16.724, 12.512], [12.435, 16.074, 14.412], [8.909, 17.493, 18.063], [9.788, 17.884, 20.502], [12.151, 18.299, 20.818], [13.776, 18.100, 19.108], [13.075, 17.739, 16.716], [6.707, 20.076, 12.392], [7.213, 21.387, 10.400], [8.571, 20.468, 8.606], [9.634, 18.147, 8.819], [11.707, 17.785, 10.716], [13.586, 17.789, 9.064], [13.522, 16.074, 7.111], [11.688, 14.509, 6.932], [9.757, 14.537, 8.528], [7.838, 16.687, 8.582], [5.919, 15.548, 7.572], [5.184, 13.253, 8.495], [5.935, 12.559, 10.604], [7.944, 13.948, 11.859], [11.015, 12.782, 10.972], [11.502, 13.359, 12.826], [13.470, 13.306, 12.637], [11.194, 11.525, 13.625], [11.490, 11.319, 15.108], [12.901, 11.862, 15.477], [10.509, 11.990, 16.014], [10.609, 13.955, 16.197], [9.033, 13.757, 17.422], [11.968, 14.273, 17.681], [11.565, 9.791, 15.379], [10.244, 8.252, 14.802], [10.704, 7.869, 12.908], [8.564, 9.238, 14.197], [11.911, 12.811, 10.323], [10.211, 13.411, 10.531], [10.556, 11.753, 10.985], [13.748, 12.241, 12.688], [13.858, 13.836, 13.513], [13.812, 13.729, 11.671], [11.762, 10.868, 12.983], [10.137, 11.391, 13.354], [13.065, 12.927, 15.423], [13.623, 11.377, 14.851], [13.202, 11.608, 16.546], [10.666, 11.698, 17.067], [9.520, 11.692, 15.787], [8.209, 13.726, 16.697], [9.007, 14.617, 18.083], [9.209, 12.811, 17.986], [11.569, 14.528, 18.688], [12.766, 14.986, 17.398], [12.449, 13.312, 17.858], [11.718, 9.676, 16.484], [12.429, 9.385, 14.797], [11.026, 8.778, 12.378], [9.790, 7.574, 12.414], [11.472, 7.102, 13.026], [7.828, 9.241, 15.051], [8.173, 8.525, 13.448], [8.615, 10.250, 13.792], [8.411, 14.408, 14.187]], "homo_ev": -12.65, "lumo_energy_ev": -6.0, "total_charge": 2, "gap_ha": 0.2435}


Short version: max |F| = 1.37, 1.87, 0.58, 3.21 eV/A, in the order given.
Short version: energy relative to the best compared isomer or geometry (same formula, charge and spin) = 37.6, 0.0, 10.6, 1.9 kcal per mole, in the order given.